# 1
Formula: C23H22ClFN2O3S
Source: OMol25
Level of theory: ωB97M-V with the def2-TZVPD basis set

XYZ file:
```
53
Properties=species:S:1:pos:R:3:nbo_charge:R:1
H -1.62 -5.61 0.99 0.230
O -4.64 -1.43 1.51 -0.970
C 2.78 0.14 2.37 -0.286
F 5.40 1.38 0.18 -0.333
H -4.44 -2.30 -0.98 0.244
C 0.23 1.17 0.24 -0.236
C 1.68 2.97 -0.41 -0.245
C 1.36 0.19 -0.15 -0.227
H 5.42 0.17 4.49 0.217
H 1.28 -0.74 0.42 0.221
H -5.50 0.26 -0.65 0.248
C -1.78 2.20 -1.69 0.156
H 3.75 2.44 -0.67 0.233
H -2.27 2.54 -3.78 0.247
C -0.01 -3.25 -0.83 -0.221
Cl 1.12 -5.44 0.27 0.013
H 0.33 1.44 1.30 0.199
C -2.54 -3.88 0.12 -0.221
C 4.85 0.30 3.58 -0.235
C -0.43 2.78 -1.56 0.626
H 0.98 -3.01 -1.20 0.230
C -3.79 1.59 -2.45 -0.311
H -3.30 -1.12 -1.70 0.237
N 2.67 0.77 0.00 -0.449
C -1.48 -4.71 0.40 -0.210
O -0.08 3.64 -2.35 -0.617
H -3.52 -4.11 0.50 0.229
H 3.01 -0.42 4.41 0.214
H 1.73 -0.12 2.38 0.212
C -2.56 2.18 -2.82 -0.225
H 2.66 1.70 -1.85 0.200
C 2.78 1.97 -0.80 -0.223
O -2.48 1.67 -0.65 -0.413
C -3.49 -1.79 -0.87 -0.636
H 1.81 3.28 0.63 0.195
C -0.21 -4.39 -0.08 -0.045
N 0.37 2.37 -0.55 -0.424
C -2.35 -2.72 -0.63 0.034
C -3.70 1.31 -1.11 0.271
H 1.24 -0.06 -1.21 0.197
H -0.73 0.70 0.09 0.233
C -4.61 0.66 -0.16 -0.636
H 1.72 3.85 -1.06 0.253
H 6.51 1.04 2.42 0.230
H -4.63 1.41 -3.08 0.235
C 3.51 -0.03 3.53 -0.190
C 4.73 0.94 1.28 0.333
H -4.90 1.32 0.65 0.249
C 5.46 0.79 2.44 -0.256
C -1.08 -2.42 -1.10 -0.233
H -0.92 -1.52 -1.69 0.213
S -3.67 -0.74 0.68 1.270
C 3.36 0.65 1.20 0.174
```

## Properties
**Relative energy (zero: lowest compared OMol25 entry of this formula, charge and spin)**: 0.023 eV
**Max |F|**: 1.86 eV/A
**Orbital gap**: 8.431 eV
**Total energy**: -59405.124 eV

***

# 2
Formula: C23H22ClN2
Source: OMol25
Level of theory: ωB97M-V with the def2-TZVPD basis set

XYZ file:
```
48
Properties=species:S:1:pos:R:3:nbo_charge:R:1
C -2.68 -4.30 1.11 -0.648
H 3.75 2.66 -0.81 0.255
C -1.22 1.78 -3.90 -0.254
H -0.03 -4.17 0.62 0.232
C -3.06 2.36 -2.42 -0.258
H -3.74 -4.04 1.20 0.229
H -0.16 1.62 -4.06 0.213
C 1.69 -1.22 2.91 -0.210
C -2.12 1.63 -4.96 -0.192
C 2.76 2.59 -0.34 -0.676
C -1.72 -0.69 0.38 -0.132
H -2.19 0.29 0.29 0.225
N 3.75 1.34 1.52 -0.466
H 0.67 -1.56 2.76 0.232
C -1.69 2.13 -2.62 0.156
C 4.29 -0.20 3.43 -0.224
C 3.77 -1.25 4.21 -0.185
N -0.78 2.24 -1.55 -0.837
H 4.59 1.91 1.53 0.436
H -2.58 -5.07 0.34 0.243
H 2.08 -2.56 4.56 0.231
H 2.02 2.37 -1.12 0.229
H 0.06 1.33 -0.15 0.246
H -1.78 1.35 -5.95 0.236
H 4.36 -1.67 5.02 0.237
H 2.51 3.57 0.10 0.262
C 2.72 1.52 0.67 0.367
Cl -4.61 1.61 -6.03 0.034
H -3.56 -1.74 0.74 0.232
C -3.96 2.21 -3.48 -0.193
H -1.12 2.86 -0.82 0.380
C -0.49 -3.19 0.57 -0.225
C 0.49 0.44 0.27 0.075
H 0.15 2.52 -1.85 0.370
H -3.42 2.65 -1.43 0.213
H -2.35 -4.74 2.05 0.240
C 0.28 -2.06 0.36 -0.148
H 1.36 -2.16 0.24 0.231
C -2.48 -1.82 0.63 -0.225
C 2.48 -1.74 3.95 -0.190
C -3.50 1.84 -4.75 -0.078
C -0.30 -0.76 0.32 -0.096
C -1.88 -3.08 0.77 0.079
C 3.50 0.27 2.39 0.109
C 2.21 -0.23 2.08 -0.004
C 1.71 0.55 0.94 -0.217
H -5.03 2.38 -3.33 0.236
H 5.27 0.24 3.61 0.231
```

## Properties
**Relative energy (zero: lowest compared OMol25 entry of this formula, charge and spin)**: 0.038 eV
**Max |F|**: 1.97 eV/A
**Orbital gap**: 5.675 eV
**Charge**: +1
**Total energy**: -39704.724 eV

***

# 3
Formula: C23H22IrN2O7
Source: OMol25
Level of theory: ωB97M-V with the def2-TZVPD basis set

XYZ file:
```
55
Properties=species:S:1:pos:R:3:nbo_charge:R:1
H 4.18 -0.79 -5.65 0.235
C 0.09 2.19 1.37 0.206
O 2.47 -0.98 -0.52 -0.637
C 0.35 -1.04 -2.78 -0.146
C 3.04 -4.59 -0.30 -0.149
H 4.93 -0.72 -4.06 0.218
N 0.79 1.57 0.40 -0.460
O 7.06 -5.80 -2.35 -0.351
O 1.18 -2.51 0.28 -0.621
C 4.49 -2.85 -1.20 -0.161
C 4.19 -1.25 -4.66 -0.638
H 1.16 5.35 0.88 0.247
H 0.78 -4.43 -2.90 0.224
H 4.65 -1.81 -1.43 0.243
C 1.62 2.27 -0.39 0.081
O -0.89 -0.81 -0.70 -0.611
C 5.15 -5.13 -1.26 0.067
H 0.79 2.26 -3.57 0.220
C 0.21 3.56 1.56 -0.225
H -1.82 1.77 2.23 0.229
H 2.45 4.16 -0.91 0.253
N 6.15 -6.16 -1.63 0.524
H -0.76 -3.60 -3.12 0.247
C 2.17 -2.34 -3.61 -0.232
H 2.64 -3.30 -3.79 0.216
H 0.01 -3.61 -1.54 0.228
C 2.19 0.04 -3.86 -0.230
H -1.49 -0.56 2.00 0.544
C 5.42 -3.81 -1.55 -0.191
C 2.29 -2.24 -0.26 0.787
O -0.84 0.04 1.63 -0.684
C 0.93 -2.29 -2.99 0.014
H 2.15 1.69 -1.14 0.246
C 0.18 1.43 -3.21 -0.647
C -0.81 1.35 2.22 -0.097
H 4.52 -2.28 -4.78 0.222
O -2.03 -1.01 -2.56 -0.533
O 5.89 -7.31 -1.35 -0.347
H -0.71 1.37 -3.83 0.251
H -0.44 1.29 3.25 0.218
Ir 0.73 -0.48 0.32 1.322
C 2.83 -1.18 -4.02 0.024
H -0.17 1.67 -2.20 0.202
C 1.06 4.28 0.74 -0.104
C 3.30 -3.25 -0.58 -0.123
C -0.95 -0.95 -2.05 0.774
H 2.11 -4.87 0.18 0.245
H 6.35 -3.55 -2.04 0.264
H -0.36 4.04 2.34 0.246
H 3.83 -6.60 -0.44 0.268
C 3.98 -5.55 -0.64 -0.198
H 2.66 0.94 -4.24 0.212
C 0.20 -3.56 -2.61 -0.659
C 1.78 3.63 -0.25 -0.236
C 0.94 0.13 -3.26 0.002
```

## Properties
**Relative energy (zero: lowest compared OMol25 entry of this formula, charge and spin)**: 0.000 eV
**Max |F|**: 1.44 eV/A
**Orbital gap**: 6.813 eV
**Charge**: +1
**Total energy**: -44351.042 eV

***

# 4
Formula: C23H22N2O3
Source: OMol25
Level of theory: ωB97M-V with the def2-TZVPD basis set

XYZ file:
```
50
Properties=species:S:1:pos:R:3:nbo_charge:R:1
H 1.55 2.78 0.90 0.217
H 3.29 -0.18 0.16 0.180
C -1.16 -0.06 2.33 0.808
C 4.51 -0.73 -2.07 -0.205
H 5.15 -0.21 -1.36 0.221
C 4.93 -0.82 -3.39 0.296
C 0.91 -0.58 1.13 -0.204
C -0.53 -0.08 0.96 -0.311
C -0.63 1.35 0.36 -0.431
H 6.32 -0.40 -4.64 0.481
O -0.76 0.61 3.25 -0.608
H 1.53 0.25 1.50 0.181
C 2.86 -1.11 -0.23 -0.240
C 1.51 1.29 -4.18 -0.197
O 6.13 -0.27 -3.71 -0.661
N 1.34 -3.01 -5.71 -0.317
C 1.53 2.48 -0.14 -0.212
O -2.21 -0.89 2.43 -0.502
H 2.34 1.58 -4.81 0.211
H -1.61 1.48 -0.10 0.220
H 1.53 -2.31 -2.31 0.239
H -2.11 -1.26 4.47 0.195
H -1.06 -0.80 0.34 0.231
N 1.41 -1.12 -0.13 -0.637
H -3.19 0.06 4.00 0.195
C 2.90 -1.96 -3.93 -0.161
H -3.65 -1.63 3.63 0.197
H 0.49 0.21 -5.70 0.225
C -2.83 -0.93 3.72 -0.263
H 1.04 -0.56 -0.89 0.377
C 2.04 -2.55 -4.91 0.288
C 0.47 1.75 -0.60 0.008
C 0.44 1.36 -1.98 -0.102
H -1.39 -0.44 -4.22 0.221
H 0.95 -1.36 1.89 0.198
H 3.27 -1.93 0.37 0.206
H 3.43 3.41 -0.59 0.217
C -0.61 0.57 -2.52 -0.204
C -0.58 0.17 -3.83 -0.202
H -1.44 0.28 -1.89 0.212
C 3.30 -1.26 -1.67 -0.009
H -0.58 2.04 1.20 0.236
C 2.48 -1.89 -2.61 -0.161
C 0.48 0.54 -4.67 -0.215
H 4.42 -1.49 -5.38 0.221
C 2.61 2.84 -0.99 -0.216
C 2.60 2.46 -2.30 -0.200
C 4.12 -1.43 -4.34 -0.257
C 1.52 1.71 -2.82 0.022
H 3.43 2.72 -2.95 0.213
```

## Properties
**Relative energy (zero: lowest compared OMol25 entry of this formula, charge and spin)**: 1.715 eV
**Max |F|**: 0.19 eV/A
**SMILES string**: COC(=O)[C@H](CNCc1cc(O)cc(C#N)c1)Cc1cccc2ccccc12
**Orbital gap**: 8.740 eV
**Total energy**: -33331.354 eV

***

# 5
Formula: C23H22N2O4S
Source: OMol25
Level of theory: ωB97M-V with the def2-TZVPD basis set

XYZ file:
```
52
Properties=species:S:1:pos:R:3:nbo_charge:R:1
O 2.23 0.96 -0.20 -0.944
S 1.75 1.70 -1.32 2.326
H 0.21 -2.82 1.35 0.224
O 3.95 -2.71 2.55 -0.535
C -0.53 0.44 0.27 -0.179
C 2.72 -2.17 0.58 -0.730
H -0.49 0.37 -3.72 0.220
H 2.82 -2.09 4.64 0.236
H 0.94 3.29 0.28 0.241
C -1.71 -1.86 -0.69 -0.102
H -1.32 -0.11 2.17 0.224
C -1.22 -0.38 1.13 -0.174
C 2.87 -2.47 2.05 0.579
C -2.94 3.53 -2.73 -0.219
H 0.38 3.66 -1.38 0.255
H -2.47 1.50 -2.25 0.210
C 1.82 -2.22 4.26 -0.172
H 0.94 1.42 -3.81 0.251
H 2.06 4.00 -0.90 0.257
C 0.73 -2.19 5.11 -0.198
C -2.13 2.41 -2.72 -0.160
C -0.88 2.44 -3.32 -0.071
C -2.51 4.70 -3.34 -0.211
H -2.68 -3.21 3.41 0.411
C -0.55 -2.36 4.61 -0.251
H 0.87 -2.04 6.17 0.219
O -3.70 -2.86 1.26 -0.589
C -0.38 0.11 -1.07 0.160
C -2.60 -2.45 1.56 0.666
H -2.19 -2.75 -1.07 0.225
H -3.14 5.57 -3.36 0.217
C -0.74 -2.56 3.24 0.224
C 0.36 -2.61 2.39 -0.234
C 1.65 -2.42 2.90 -0.139
H 1.95 -2.78 0.13 0.219
O 2.63 1.89 -2.44 -0.939
H 3.66 -2.34 0.08 0.238
C 0.02 1.23 -3.27 -0.245
N 0.39 0.92 -1.90 -0.693
N -2.04 -2.75 2.77 -0.633
C -1.81 -1.55 0.66 -0.187
H -0.92 5.64 -4.42 0.217
C -0.45 3.62 -3.93 -0.213
C -1.00 -1.05 -1.55 -0.271
H 0.53 3.65 -4.39 0.220
H 2.44 -1.12 0.46 0.270
H -3.91 3.50 -2.27 0.218
C 1.21 3.34 -0.77 -0.871
C -1.26 4.74 -3.94 -0.207
H -0.90 -1.32 -2.59 0.219
H -1.40 -2.34 5.26 0.213
H -0.08 1.35 0.65 0.210
```

## Properties
**Relative energy (zero: lowest compared OMol25 entry of this formula, charge and spin)**: 1.339 eV
**Max |F|**: 1.11 eV/A
**SMILES string**: CC(=O)c1cccc(NC(=O)c2ccc(N(Cc3ccccc3)S(C)(=O)=O)cc2)c1
**Orbital gap**: 9.047 eV
**Total energy**: -46213.831 eV

***

# 6
Formula: C23H22N4O2
Source: OMol25
Level of theory: ωB97M-V with the def2-TZVPD basis set

XYZ file:
```
51
Properties=species:S:1:pos:R:3:nbo_charge:R:1
C -0.88 -1.51 -4.73 -0.359
C 2.52 -3.18 2.12 -0.213
H 0.94 -0.76 -0.43 0.192
C 0.77 -3.41 -4.89 -0.461
N 2.76 -3.56 -3.64 -0.290
C -2.43 5.82 1.43 -0.200
O 0.45 0.22 4.04 -0.528
C -2.27 5.94 2.74 -0.171
H -1.12 -3.33 -2.79 0.224
C 1.75 -2.07 2.46 -0.179
C -1.74 4.39 1.00 -0.202
C 1.80 -2.66 -0.27 -0.078
C -0.39 2.03 3.16 0.170
H -2.98 6.47 0.73 0.238
H -3.09 7.01 3.20 0.150
H -1.95 4.42 -0.07 0.238
O -0.51 2.58 1.70 -0.472
C -0.47 2.76 5.46 -0.634
C 0.28 0.73 3.08 0.678
C -1.43 3.98 3.19 -0.091
H -0.14 -0.46 -3.19 0.223
H 0.95 -1.17 -5.24 0.161
H 2.91 -3.71 2.82 0.210
C 2.40 -3.35 0.67 -0.160
C 2.03 -2.90 -1.77 0.302
H 2.83 -4.36 0.36 0.211
H -0.02 1.73 5.71 0.267
H 0.06 0.61 1.10 0.386
H 1.52 -3.68 -5.90 0.267
C 1.44 -3.30 -3.59 0.318
C -0.79 2.94 4.08 0.009
N 2.95 -3.26 -2.37 -0.283
H -0.15 -1.90 -6.64 0.213
H -0.44 -2.39 -1.38 0.236
H 1.52 -1.59 3.39 0.221
H -1.94 -2.38 -4.81 0.076
H -2.03 5.21 4.82 0.235
C 1.28 -0.97 1.30 0.225
H -0.07 -3.97 -4.99 0.213
H 0.16 3.43 5.77 0.221
N 0.56 0.17 1.72 -0.639
C -1.32 3.61 1.97 0.211
C 1.15 -1.48 0.17 -0.314
H -1.74 -0.83 -2.74 0.211
C -1.97 5.08 3.67 -0.212
C 0.07 -2.17 -5.27 -0.327
C -0.75 -1.28 -3.14 -0.435
C -0.54 -2.58 -2.41 -0.197
H -1.54 2.60 6.07 0.222
H -1.45 -0.70 -5.06 0.244
N 1.03 -2.84 -2.60 -0.327
```

## Properties
**Relative energy (zero: lowest compared OMol25 entry of this formula, charge and spin)**: 20.185 eV
**Max |F|**: 17.26 eV/A
**Orbital gap**: 8.140 eV
**Total energy**: -34244.354 eV

***

# 7
Formula: C23H22N4O2
Source: OMol25
Level of theory: ωB97M-V with the def2-TZVPD basis set

XYZ file:
```
51
Properties=species:S:1:pos:R:3:nbo_charge:R:1
O 1.41 1.62 0.03 -0.407
H 2.07 4.46 -1.41 0.224
C 0.69 3.71 0.18 -0.290
N -0.48 -1.51 1.47 -0.505
C -1.25 -1.54 0.43 0.415
H -5.42 -1.24 0.49 0.167
H 1.81 -1.16 -2.32 0.214
C -1.42 -1.45 -1.92 -0.208
N -0.59 -1.46 -0.76 -0.364
N -1.60 1.37 1.25 -0.611
H -0.52 2.66 2.47 0.212
H -1.23 -2.33 -2.54 0.199
H -4.63 -0.23 -1.70 0.212
C -2.01 1.26 -0.02 0.672
H -3.44 -2.25 -1.79 0.225
C -3.38 0.54 -0.10 -0.148
H -3.13 0.53 -2.25 0.249
C -3.57 -0.10 -1.48 -0.429
C 1.86 -1.19 -1.24 -0.240
C 5.50 -0.75 -0.69 -0.222
C -0.32 1.88 1.73 -0.263
H -3.10 -2.60 0.57 0.233
C -4.76 -0.90 1.31 -0.403
O -1.46 1.70 -1.00 -0.632
H 4.48 -0.97 2.54 0.207
C 4.30 -0.89 -1.32 -0.211
H 4.24 -0.87 -2.40 0.204
C 2.09 2.35 -0.86 0.092
C 0.55 2.44 0.66 0.284
H 2.06 -1.28 2.69 0.217
C 0.74 -1.33 -0.47 0.108
C 2.00 -1.26 1.61 -0.207
H -1.22 -0.55 -2.52 0.225
C 5.57 -0.78 0.72 -0.228
C 3.10 -1.06 -0.59 0.029
H -4.69 -1.68 2.05 0.208
N -3.43 -0.55 0.87 -0.442
H 6.41 -0.61 -1.26 0.211
C 4.43 -0.95 1.46 -0.169
H -2.11 0.80 1.92 0.425
H 2.83 1.84 -1.45 0.204
C 1.70 3.65 -0.81 -0.314
C -2.72 -1.64 0.21 -0.098
H -5.21 -0.02 1.77 0.206
C -2.86 -1.45 -1.34 -0.230
H -4.15 1.29 0.12 0.231
C 0.80 -1.37 0.96 0.181
H 0.22 1.05 2.21 0.228
C 3.17 -1.09 0.84 -0.096
H 0.14 4.58 0.49 0.221
H 6.52 -0.67 1.20 0.211
```

## Properties
**Relative energy (zero: lowest compared OMol25 entry of this formula, charge and spin)**: 0.336 eV
**Max |F|**: 1.05 eV/A
**SMILES string**: CN1[C@@H](C(=O)NCc2ccco2)C[C@H]2Cn3c(nc4cc5ccccc5cc43)[C@H]21
**Orbital gap**: 7.999 eV
**Total energy**: -34264.203 eV

***

# 8
Formula: C23H23BF4NO3
Source: OMol25
Level of theory: ωB97M-V with the def2-TZVPD basis set

XYZ file:
```
55
Properties=species:S:1:pos:R:3:nbo_charge:R:1
H 0.83 2.38 -1.41 0.193
H -2.80 2.53 1.32 0.237
C 2.06 -3.44 1.71 0.409
C 2.48 -2.25 -3.58 0.422
C 3.43 -1.66 2.48 0.407
C -4.25 0.60 -0.89 0.293
C 2.05 -2.02 -2.27 -0.243
C -5.14 1.61 -1.45 -0.657
H -3.02 -1.94 0.80 0.231
C 3.03 -2.99 2.61 -0.291
F 1.65 -4.75 1.81 -0.306
H -1.00 -0.03 3.40 0.192
H 2.22 1.40 -2.35 0.227
H 1.99 0.60 -0.19 0.204
C 1.94 -1.30 0.61 -0.111
F 2.93 1.12 -4.84 -0.308
O -2.90 0.86 -0.89 -0.467
C 2.66 0.07 -3.99 0.410
H -0.94 2.37 -1.71 0.236
H 0.53 3.31 0.69 0.221
H 1.22 1.52 1.96 0.208
H 1.83 -2.87 -1.62 0.250
O -0.13 0.71 -0.72 -0.649
C 1.95 -0.70 -1.81 -0.032
H -5.02 2.55 -0.90 0.218
H -6.16 1.25 -1.33 0.240
C 1.47 -2.62 0.75 -0.195
C -0.13 -0.01 2.71 -0.082
F 4.32 -1.13 3.39 -0.309
H -5.46 -0.96 0.03 0.235
O -0.46 -0.63 1.46 -0.717
C 0.20 1.44 2.37 -0.239
H -1.85 2.81 2.82 0.212
H 0.10 2.11 3.23 0.234
H -1.21 3.57 0.25 0.240
C -4.49 -0.54 -0.19 -0.325
C -2.26 -0.11 -0.14 -0.020
C 2.76 -1.23 -4.49 -0.268
H -2.50 1.18 2.47 0.243
H 0.66 -2.99 0.12 0.249
H 3.27 0.22 1.43 0.238
B -0.84 0.37 0.50 0.982
C 2.26 0.36 -2.69 -0.235
H 0.71 -0.55 3.16 0.211
C -3.22 -1.04 0.24 -0.265
C -2.08 2.09 2.03 -0.408
C 2.91 -0.81 1.52 -0.247
C -0.15 2.15 -0.98 -0.076
H -4.96 1.80 -2.51 0.233
F 2.63 -3.55 -4.00 -0.306
C -0.40 2.84 0.34 -0.240
N -0.82 1.76 1.31 -0.416
H 3.44 -3.63 3.38 0.272
C 1.61 -0.39 -0.45 0.195
H 3.06 -1.43 -5.50 0.273
```

## Properties
**Relative energy (zero: lowest compared OMol25 entry of this formula, charge and spin)**: 0.000 eV
**Max |F|**: 3.87 eV/A
**Orbital gap**: 5.112 eV
**Charge**: +1
**Total energy**: -43395.671 eV

***

# 9
Formula: C23H23BrF6O6PS2
Source: OMol25
Level of theory: ωB97M-V with the def2-TZVPD basis set

XYZ file:
```
62
Properties=species:S:1:pos:R:3:nbo_charge:R:1
O -5.15 0.25 2.46 -0.741
H 8.88 1.11 -0.91 0.159
H -4.24 0.66 -0.23 0.221
H -3.37 -0.93 2.61 0.188
C 6.53 -1.01 1.62 -0.392
C 6.05 3.77 -0.83 -0.190
F -7.29 -0.64 -3.44 -0.609
H -5.92 0.40 1.81 0.472
F -7.04 -2.08 -1.85 -0.614
F -6.07 -2.87 -4.51 -0.608
C 1.10 1.80 0.73 -0.094
C 1.90 0.59 1.56 -0.087
C 3.40 0.99 2.19 0.522
C -4.13 -0.59 1.76 0.077
C 1.90 3.26 0.58 0.538
O -1.29 3.01 -3.44 -0.883
C -0.39 1.49 0.13 -0.026
H -5.08 -1.85 0.04 0.271
C 4.41 4.06 -0.70 -0.187
C -4.95 -1.92 1.20 -0.678
Br 1.81 -4.19 0.30 -0.043
H 3.91 4.90 -1.36 0.259
P -6.50 -1.98 -3.31 2.664
C 6.83 2.58 0.04 -0.170
H -0.58 -2.33 -1.54 0.239
F -7.80 -2.72 -3.78 -0.608
H -0.33 -3.16 2.37 0.239
H -0.72 -4.89 0.44 0.233
H 0.13 -4.03 -2.16 0.236
C -0.18 -3.86 0.19 -0.223
O 3.70 0.59 3.42 -0.526
H -2.30 2.32 -1.00 0.311
C 4.35 1.91 1.20 -0.085
H -1.91 -2.80 1.28 0.264
C -1.02 -0.04 0.33 0.334
H -1.68 -3.87 -1.58 0.246
C 1.31 -0.93 1.78 -0.180
H -1.28 3.68 -0.05 0.284
H 7.08 0.68 3.07 0.244
C -0.74 -2.79 1.31 -0.481
O 0.87 2.00 -2.52 -0.882
F -5.36 -2.64 -2.49 -0.614
H 0.34 4.35 -2.20 0.077
H 6.87 -1.37 0.56 0.212
H -4.43 -2.95 1.52 0.208
S 8.70 2.25 -0.08 -0.031
H 1.97 -1.72 2.35 0.273
O 1.29 4.46 0.65 -0.556
C 6.60 0.43 2.01 -0.228
H 6.73 4.41 -1.56 0.249
C -0.57 -3.49 -1.36 -0.663
C -0.18 -1.25 1.12 -0.009
C -1.23 2.66 -0.65 -0.647
C 5.97 1.64 1.08 -0.006
C -3.43 0.30 0.57 -0.111
C 3.55 3.11 0.35 -0.079
O -2.37 -0.42 -0.18 -0.540
H 6.09 -1.83 2.35 0.229
H -3.03 1.30 1.07 0.193
H -6.00 -1.94 1.70 0.229
S -0.27 3.05 -2.24 1.725
F -5.47 -0.92 -3.80 -0.608
```

## Properties
**Max |F|**: 8.18 eV/A
**Orbital gap**: 6.583 eV
**Charge**: -1
**Total energy**: -153793.285 eV